(1)
{
  "formula": "C4H8N2O",
  "method": "ωB97M-V with the def2-TZVPD basis set",
  "spin_multiplicity": 2,
  "total_energy_ev": -9303.741,
  "homo_energy_ev": [0.98, -4.90],
  "homo_lumo_gap_ev": [2.992, 8.854],
  "charge": -1,
  "relative_energy_ev": 0.5879,
  "elements": ["O", "N", "N", "C", "C", "C", "C", "H", "H", "H", "H", "H", "H", "H", "H"],
  "coordinates": [[0.4580, -2.7105, -0.1116], [0.6086, 1.3305, -0.3094], [-0.8473, 1.2041, -1.8866], [-0.3262, 0.4594, 0.1866], [-1.2799, 0.4551, -0.8143], [0.1581, 1.9431, -1.4378], [-0.2519, -0.1217, 1.5449], [0.9550, -3.4066, 0.3556], [-1.1386, 0.1558, 2.1372], [-0.2005, -1.2068, 1.5095], [0.6004, 0.2424, 2.1051], [-2.1840, -0.1248, -0.8576], [0.8058, 2.7472, -1.7849], [1.1026, -2.3128, -0.7232], [1.5398, 1.3456, 0.0867]],
  "forces_ev_per_angstrom": [[-0.139, -0.191, 0.062], [0.264, 0.537, 1.998], [-1.541, 2.668, 0.012], [-0.598, 0.549, -1.208], [1.189, -0.706, -0.005], [1.266, -2.711, 0.088], [-0.471, -0.295, 0.392], [0.079, 0.148, -0.141], [0.122, -0.010, -0.231], [0.099, -0.061, -0.038], [0.297, 0.064, -0.023], [-0.018, -0.135, -0.100], [-0.606, -0.413, -0.919], [0.109, -0.015, 0.075], [-0.050, 0.571, 0.040]]
}



(2)
{
  "formula": "C4H8N2O",
  "method": "ωB97M-V with the def2-TZVPD basis set",
  "smiles": "O=C1NCCCN1",
  "total_energy_ev": -9306.223,
  "homo_energy_ev": -9.43,
  "homo_lumo_gap_ev": 10.280,
  "relative_energy_ev": 0.1703,
  "elements": ["O", "N", "N", "C", "C", "C", "C", "H", "H", "H", "H", "H", "H", "H", "H"],
  "coordinates": [[2.7961, -0.4646, -0.2096], [0.6676, -1.2997, -0.0802], [1.0794, 0.9933, 0.1144], [1.5959, -0.2682, -0.0861], [-1.1574, 0.1408, 0.5561], [-0.7748, -1.1064, -0.2556], [-0.3353, 1.3051, 0.0018], [1.1009, -2.1897, -0.2799], [-1.1157, -0.9742, -1.2935], [-1.3335, -2.0119, -0.0154], [-0.6252, 1.4675, -1.0473], [1.7570, 1.7294, -0.0288], [-0.5332, 2.2325, 0.5507], [-2.2227, 0.3239, 0.4086], [-0.9699, 0.0669, 1.6404]],
  "forces_ev_per_angstrom": [[-0.412, -0.059, 0.089], [0.049, -0.010, -0.340], [0.103, -0.115, -0.060], [-0.156, 0.001, -0.033], [-0.149, -0.034, -0.206], [0.151, 0.185, 0.333], [-0.206, 0.004, -0.049], [-0.194, 0.112, -0.058], [0.581, 0.430, -0.131], [0.291, -0.014, 0.783], [0.040, 0.071, 0.112], [-0.130, -0.189, 0.025], [0.008, -0.192, -0.058], [0.011, 0.184, 0.047], [0.014, -0.374, -0.453]]
}